(1)
DFT (wB97M-V/def2-TZVPD) results for an isolated molecule of C4H12N4O.

Last columns: bonded neighbours and bond lengths (Å).
Atoms and positions in Å:
1 H -2.06164 1.80965 1.00491  N2 1.017
2 N -2.55952 0.95846 0.75812  H1 1.017, C3 1.253
3 C -1.99788 0.20954 -0.07483  N2 1.253, C4 1.492, O5 1.373
4 C -2.61753 -1.08280 -0.48860  C3 1.492, H11 1.089, H12 1.106, H13 1.089
5 O -0.79714 0.45418 -0.69494  C3 1.373, C6 1.417
6 C 0.32812 0.67032 0.13861  O5 1.417, N7 1.430, N8 1.452, H14 1.111
7 N 0.81080 2.01598 0.12510  C6 1.430, H15 1.013, H16 1.004
8 N 1.36964 -0.19635 -0.38387  C6 1.452, C9 1.450, N10 1.417
9 C 2.59093 -0.13544 0.39615  N8 1.450, H17 1.091, H18 1.101, H19 1.083
10 N 0.86887 -1.51331 -0.53713  N8 1.417, H20 1.023, H21 1.013
11 H -3.50058 -1.28344 0.11670  C4 1.089
12 H -2.89310 -1.02295 -1.55758  C4 1.106
13 H -1.87131 -1.86907 -0.38833  C4 1.089
14 H 0.04834 0.41370 1.18297  C6 1.111
15 H 1.08953 2.26308 -0.81658  N7 1.013
16 H 0.10644 2.66888 0.41683  N7 1.004
17 H 2.83674 0.91223 0.57720  C9 1.091
18 H 2.48536 -0.64701 1.36492  C9 1.101
19 H 3.38530 -0.60883 -0.16825  C9 1.083
20 H 0.99607 -2.06004 0.31816  N10 1.023
21 H 1.38255 -1.95676 -1.28957  N10 1.013

LUMO, eV: 1.03
Multiplicity: 1
Orbital gap, eV: 10.388
SMILES string: [H]/N=C(/C)O[C@H](N)N(C)N
Net charge: 0

---

(2)
DFT (wB97M-V/def2-TZVPD) results for an isolated molecule of C4H12N4O.

Last columns: bonded neighbours and bond lengths (Å).
Atoms and positions in Å:
1 C 1.17100 -0.11195 -1.50531  N3 1.451, H7 1.092, H8 1.094, H9 1.088
2 C 1.12185 -1.76785 0.31874  N3 1.442, H10 1.097, H11 1.091, H12 1.097
3 N 0.68850 -0.49061 -0.19073  C1 1.451, C2 1.442, C4 1.547
4 C 0.62662 0.65877 0.84264  N3 1.547, O5 1.255, H6 1.116, C15 1.756
5 O 1.48144 1.57074 0.72599  C4 1.255
6 H 0.52608 0.13228 1.82179  C4 1.116
7 H 1.11446 -0.95621 -2.19501  C1 1.092
8 H 2.20116 0.25351 -1.45726  C1 1.094
9 H 0.54398 0.68558 -1.89843  C1 1.088
10 H 0.29203 -2.24968 0.85131  C2 1.097
11 H 1.43723 -2.43762 -0.48312  C2 1.091
12 H 1.95280 -1.65728 1.02698  C2 1.097
13 N -2.09913 -0.87310 0.53136  N16 1.310, H17 1.018, H18 1.009
14 N -1.00671 2.35811 -0.25280  C15 1.422, H19 1.010, H20 1.018
15 C -1.02316 1.15078 0.49915  C4 1.756, N14 1.422, N16 1.410, H21 1.098
16 N -1.47074 0.01252 -0.20154  N13 1.310, C15 1.410
17 H -2.10321 -0.81258 1.54784  N13 1.018
18 H -2.42484 -1.69818 0.05086  N13 1.009
19 H -1.45940 2.27865 -1.15270  N14 1.010
20 H -0.04777 2.68656 -0.34949  N14 1.018
21 H -1.52221 1.26756 1.46973  C15 1.098

LUMO (alpha / beta), eV: -0.52 / -0.52
Multiplicity: 1
Orbital gap (alpha / beta), eV: 7.177 / 7.175
Net charge: 0

---

Relative energy of each structure, in kJ/mol: (1) 0.0; (2) 279.3.